1.
Computed, not measured: C33H31AsN6O4SV as an isolated structure in a non-equilibrium geometry, with wB97M-V/def2-TZVPD.

```
77
Properties=species:S:1:pos:R:3:forces:R:3:lowdin_spin:R:1
V 1.048 0.235 -1.583 -0.5 -1.3 1.4 0.946
C 2.349 -2.000 -4.785 -0.1 0.0 0.0 0.000
C 2.664 -2.078 -3.335 0.0 0.0 -0.1 0.001
N 2.345 -1.170 -2.431 0.6 0.3 -0.1 -0.005
C 2.813 -1.616 -1.223 0.3 -0.2 -0.1 -0.002
C 3.433 -2.827 -1.397 -0.2 0.2 0.2 -0.009
N 3.331 -3.085 -2.741 -0.1 0.0 0.1 -0.001
C 4.151 -3.737 -0.484 0.0 0.0 0.0 -0.002
O 4.135 -3.408 0.788 0.1 -0.2 0.1 -0.001
O 4.719 -4.713 -0.920 0.0 0.0 -0.1 -0.002
C 2.653 -0.729 -0.051 0.6 -0.5 1.0 -0.011
O 2.821 -1.181 1.101 0.2 0.1 -0.3 -0.018
O 2.389 0.497 -0.332 1.5 0.3 0.9 0.024
H 1.287 -2.193 -4.952 0.0 0.0 0.0 0.000
H 2.933 -2.726 -5.348 0.0 0.0 0.0 0.000
H 2.564 -0.998 -5.155 0.0 0.0 0.0 0.000
H 3.721 -3.913 -3.165 0.0 0.0 0.0 0.000
H 3.600 -2.575 0.982 -0.1 0.0 -0.1 0.000
C -1.019 0.218 -7.216 0.0 0.1 0.0 0.004
C -0.522 0.464 -5.828 0.0 -0.1 0.4 0.026
C 0.252 1.582 -5.502 0.0 0.1 0.0 -0.001
C 0.738 1.670 -4.214 0.0 0.0 0.0 0.022
N 0.460 0.739 -3.300 -1.2 0.4 -3.4 -0.002
C -0.379 -0.273 -3.671 -0.3 0.2 -0.2 0.025
S -0.752 -1.278 -2.349 -0.2 -0.1 0.1 -0.008
N -0.844 -0.442 -4.906 -0.1 0.0 -0.5 -0.005
H -0.921 1.111 -7.831 0.0 0.0 -0.1 0.000
H -2.061 -0.094 -7.188 0.0 0.0 0.0 0.001
H -0.445 -0.590 -7.673 0.0 0.0 0.0 0.002
H 0.484 2.340 -6.235 0.0 0.0 0.0 -0.001
H 1.362 2.496 -3.889 0.1 0.0 0.0 0.001
C 0.584 1.665 6.424 0.0 0.0 0.0 0.000
C -0.444 0.779 6.128 0.0 0.0 0.0 0.000
C -0.606 0.311 4.835 0.0 -0.1 0.0 0.000
C 0.249 0.724 3.815 0.1 0.0 0.0 0.000
C 1.268 1.619 4.120 0.0 -0.1 -0.2 0.000
C 1.438 2.086 5.417 0.0 0.1 0.1 0.000
As 0.055 0.025 1.980 -0.6 -0.1 0.6 -0.001
C -1.820 0.596 1.739 0.0 0.1 -0.1 0.000
C -2.452 1.566 2.515 0.1 0.0 0.1 0.000
C -3.735 2.000 2.208 0.0 0.1 0.0 0.000
C -4.404 1.493 1.103 0.0 0.0 0.0 0.000
C -3.781 0.540 0.309 0.0 0.0 0.0 0.000
C -2.504 0.103 0.628 0.1 -0.1 0.0 0.000
C -0.257 -1.816 2.589 0.0 -0.1 0.0 0.000
C -1.428 -2.538 2.400 0.0 0.1 -0.1 0.000
C -1.526 -3.850 2.849 0.0 -0.1 0.0 0.000
C -0.453 -4.453 3.484 0.0 0.0 0.0 0.000
C 0.719 -3.736 3.685 0.0 0.0 0.0 0.000
C 0.813 -2.427 3.243 0.1 0.1 -0.1 0.000
H 0.718 2.022 7.437 0.0 0.0 0.0 0.000
H -1.116 0.449 6.910 0.0 0.0 0.0 0.000
H -1.404 -0.389 4.613 0.0 0.0 0.0 0.000
H 1.947 1.937 3.336 0.0 0.0 0.0 0.000
H 2.240 2.777 5.646 0.0 0.0 0.0 0.000
H -1.941 1.984 3.373 0.0 0.0 0.0 0.000
H -4.214 2.743 2.835 0.0 0.0 0.0 0.000
H -5.403 1.834 0.863 0.0 0.0 0.0 0.000
H -4.285 0.138 -0.561 0.0 0.0 0.0 0.000
H -2.018 -0.627 -0.007 0.0 0.0 -0.1 0.000
H -2.275 -2.080 1.904 0.0 0.0 0.0 0.000
H -2.446 -4.401 2.696 0.0 0.0 0.0 0.000
H -0.529 -5.479 3.821 0.0 0.0 0.0 0.000
H 1.562 -4.200 4.180 0.0 0.0 0.0 0.000
H 1.728 -1.866 3.391 0.0 -0.1 0.0 0.000
C -2.536 4.290 -0.657 -0.2 0.1 -0.1 0.000
N -1.358 3.461 -0.507 0.0 -0.2 0.0 0.000
C -0.288 3.709 0.318 0.3 0.0 0.1 0.000
C 0.592 2.692 0.127 -0.1 0.2 0.1 0.005
N 0.073 1.822 -0.806 -0.4 1.2 0.4 0.012
C -1.098 2.319 -1.161 0.0 0.1 0.1 0.003
H -2.629 4.940 0.210 0.0 -0.1 0.0 0.000
H -3.418 3.657 -0.720 0.0 0.0 0.0 0.000
H -2.465 4.908 -1.552 0.0 0.0 0.0 0.000
H -0.236 4.576 0.952 -0.1 0.0 0.0 0.000
H 1.547 2.508 0.584 0.0 0.0 0.0 0.000
H -1.775 1.866 -1.866 0.0 0.0 0.0 0.000
```
Forces are in eV/Å.

Calculated values
- electronic energy (eV) = -149218.799
- relative energy (zero: lowest compared OMol25 entry of this formula, charge and spin) (kcal per mole) = 18.2
- multiplicity = 2
- total charge = 0
- HOMO energy (spin up / spin down) (eV) = -6.74 / -5.96

***

2.
Computed, not measured: a 2-piece molecular cluster, C5H13NO2 overall in a non-equilibrium geometry, with wB97M-V/def2-TZVPD.

```
21
Properties=species:S:1:pos:R:3:forces:R:3:lowdin_spin:R:1
C 1.272 1.901 -0.519 -0.4 -1.5 -1.6 0.005
N 0.352 0.758 -0.653 0.1 -0.5 0.3 0.000
C 0.072 0.050 0.627 0.2 -0.6 -0.4 0.024
C -1.409 0.194 1.010 0.1 -0.3 1.0 0.074
C -1.617 0.940 2.319 -0.4 0.7 -0.6 0.426
O -2.526 1.865 2.365 -0.1 0.0 0.3 0.344
C 0.567 -1.453 0.636 -0.1 1.7 0.1 0.009
H 0.680 2.762 -0.225 0.5 0.2 0.5 0.002
H 1.630 2.039 -1.548 0.1 0.5 0.2 0.001
H 2.159 1.640 0.072 -0.2 0.5 0.4 0.002
H 0.660 0.093 -1.359 0.2 0.3 0.3 0.000
H 0.673 0.560 1.386 -0.2 0.1 0.0 0.014
H -1.914 0.715 0.199 -0.1 0.3 0.2 0.004
H -1.914 -0.794 1.072 0.3 -0.1 -0.2 0.031
H -0.962 0.751 3.190 0.1 -0.2 -0.2 0.054
H 1.290 -1.576 -0.175 -0.1 -0.5 0.1 0.001
H 1.059 -1.567 1.602 0.1 -0.5 -0.1 0.002
H -0.294 -2.111 0.584 0.1 -0.3 -0.3 0.004
H -0.086 -2.955 -3.230 -0.3 -0.5 0.3 0.000
H -0.162 -1.558 -3.800 0.3 -0.2 0.2 0.000
O 0.468 -2.253 -3.552 0.0 0.7 -0.4 0.002
```
Forces are in eV/Å.

Calculated values
- electronic energy (eV) = -10978.555
- relative energy (zero: lowest compared OMol25 entry of this formula, charge and spin) (kcal per mole) = 54.9
- multiplicity = 2
- total charge = -1
- HOMO energy (spin up / spin down) (eV) = 0.70 / -2.70

***

3.
Computed, not measured: one molecule with the formula C15H21NO8 in a non-equilibrium geometry, with wB97M-V/def2-TZVPD.

```
45
Properties=species:S:1:pos:R:3:forces:R:3:nbo_charge:R:1
C 0.492 4.453 -0.016 0.1 -0.2 0.1 -0.224
C -0.495 3.821 -0.262 -0.1 -0.8 0.2 -0.028
C -1.539 2.799 -0.522 0.5 1.1 -0.2 -0.490
C -1.417 2.217 -1.960 -1.0 -0.4 0.2 -0.390
C -1.388 0.661 -1.987 -0.2 1.4 0.1 -0.452
C -0.027 0.038 -1.602 0.3 -0.8 -2.1 0.510
O 0.293 -0.928 -2.632 -0.5 -0.5 1.2 -0.442
N 0.671 -0.294 -3.850 -0.5 0.2 -0.6 0.398
O 0.069 -0.764 -4.729 0.5 -0.1 0.1 -0.222
O 1.034 0.985 -1.722 0.1 0.4 1.1 -0.517
C 1.487 1.303 -0.474 -1.1 -1.0 -0.6 0.997
O 2.418 1.982 -0.240 0.4 0.5 0.3 -0.555
O 0.699 0.657 0.428 0.0 0.5 0.5 -0.541
C 0.153 -0.552 -0.179 0.7 0.3 0.7 0.266
C -1.091 -0.941 0.613 -0.1 -0.2 0.0 -0.473
C -1.872 -2.164 0.057 -0.7 0.9 0.6 -0.081
O -1.533 -2.518 -1.280 0.2 -0.7 0.7 -0.508
C -0.915 -3.722 -1.405 0.2 0.0 -0.1 0.646
O -0.644 -4.190 -2.459 0.0 -0.1 -0.5 -0.528
C 1.292 -1.590 0.008 0.1 0.2 -0.2 -0.464
C 2.223 -1.305 1.209 0.4 -1.0 -0.4 -0.054
O 1.546 -1.258 2.452 0.4 0.6 -0.4 -0.558
C 1.784 -0.065 3.187 -1.4 0.7 0.9 -0.065
C 0.453 0.391 3.832 0.2 0.1 0.0 -0.623
H 1.448 4.841 0.245 -0.1 0.3 -0.1 0.241
H -1.439 2.024 0.242 0.0 0.1 -0.1 0.229
H -2.508 3.285 -0.366 0.0 -0.3 -0.1 0.235
H -2.348 2.495 -2.474 0.3 -0.1 -0.1 0.215
H -0.609 2.660 -2.541 0.1 -0.1 0.3 0.236
H -1.671 0.392 -3.009 0.3 -0.4 0.2 0.241
H -2.221 0.342 -1.353 0.3 -0.3 0.0 0.217
H -0.757 -1.205 1.622 0.1 0.1 -0.2 0.259
H -1.759 -0.083 0.743 0.1 -0.1 -0.2 0.220
H -1.796 -2.999 0.764 0.3 -0.1 -0.4 0.191
H -2.935 -1.893 0.056 0.2 -0.1 -0.2 0.201
H -0.648 -4.240 -0.463 -0.3 0.4 0.1 0.102
H 1.927 -1.558 -0.888 -0.1 -0.3 0.2 0.243
H 0.919 -2.609 0.156 -0.2 0.2 -0.3 0.213
H 2.905 -2.171 1.251 -0.1 0.2 -0.1 0.182
H 2.863 -0.438 1.016 -0.3 0.1 0.3 0.191
H 2.493 -0.207 4.014 0.2 -0.2 -0.4 0.171
H 2.108 0.771 2.559 0.2 -0.4 -0.2 0.188
H -0.398 0.241 3.161 0.2 0.0 0.0 0.202
H 0.495 1.470 4.032 0.0 -0.2 0.1 0.214
H 0.235 -0.136 4.766 0.1 0.1 -0.1 0.205
```
Forces are in eV/Å.

Calculated values
- electronic energy (eV) = -33759.899
- total charge = 0
- HOMO energy (eV) = -9.97

***

4.
Computed, not measured: C15H14N6PdS3 as an isolated structure, with wB97M-V/def2-TZVPD.

```
39
Properties=species:S:1:pos:R:3:forces:R:3:nbo_charge:R:1
Pd 0.655 -0.370 -0.946 -0.3 0.8 -0.1 1.003
N -0.261 2.986 1.547 0.0 0.0 0.0 -0.739
C 0.078 1.829 0.988 0.0 0.1 0.0 0.294
S 0.208 1.857 -0.788 0.0 -0.1 0.1 0.096
N 0.301 0.798 1.766 0.1 -0.1 0.0 -0.389
N 0.624 -0.325 1.090 0.2 -0.2 0.0 -0.257
C 0.845 -1.445 1.671 0.0 0.0 0.0 0.077
C 1.131 -2.610 0.823 0.1 0.1 0.0 0.131
C 1.429 -3.852 1.350 0.0 0.0 0.0 -0.184
C 1.693 -4.905 0.480 0.0 0.0 0.0 -0.106
C 1.645 -4.684 -0.885 0.0 0.0 0.0 -0.213
C 1.337 -3.413 -1.348 0.0 0.0 0.0 0.088
N 1.089 -2.406 -0.516 -0.1 -0.1 -0.1 -0.487
H -0.460 3.805 0.997 0.0 0.0 0.0 0.429
H -0.329 3.051 2.552 0.0 0.0 0.0 0.438
H 0.797 -1.524 2.753 0.0 0.0 0.0 0.248
H 1.458 -3.991 2.422 0.0 0.0 0.0 0.256
H 1.931 -5.885 0.870 0.0 0.0 0.0 0.259
H 1.838 -5.478 -1.593 0.0 0.0 0.0 0.262
H 1.275 -3.194 -2.407 0.0 0.0 0.0 0.232
S 0.055 -0.129 -3.214 0.2 -0.3 0.2 0.072
C -1.487 -0.541 -2.478 0.0 -0.1 -0.1 0.085
C -2.729 -0.741 -3.058 0.0 0.0 0.0 -0.249
C -3.770 -1.097 -2.219 0.0 0.0 0.0 -0.088
C -3.558 -1.254 -0.848 0.0 0.0 0.0 -0.227
C -2.300 -1.042 -0.336 0.0 0.1 0.0 0.053
N -1.307 -0.679 -1.160 0.0 -0.2 -0.1 -0.438
H -2.861 -0.624 -4.124 0.0 0.0 0.0 0.266
H -4.757 -1.261 -2.630 0.0 0.0 0.0 0.257
H -4.365 -1.534 -0.187 0.0 0.0 0.0 0.260
H -2.068 -1.126 0.717 0.0 0.0 0.0 0.230
S 4.977 0.910 -0.700 0.0 0.0 0.0 0.626
C 4.696 0.009 -2.121 0.0 0.0 0.0 -0.410
C 3.403 -0.383 -2.184 0.0 -0.1 0.0 -0.052
N 2.658 0.018 -1.098 0.0 0.0 0.0 -0.462
C 3.372 0.711 -0.238 0.0 0.0 0.0 -0.148
H 5.478 -0.176 -2.839 0.0 0.0 0.0 0.288
H 2.944 -0.952 -2.977 0.0 0.0 0.0 0.244
H 2.968 1.127 0.673 0.0 0.0 0.0 0.257
```
Forces are in eV/Å.

Calculated values
- electronic energy (eV) = -60693.773
- relative energy (zero: lowest compared OMol25 entry of this formula, charge and spin) (kcal per mole) = 0.0
- total charge = +2
- HOMO energy (eV) = -14.94